Formula: C6F30HfO18P2S6
Source: the Open Molecules 2025 dataset
Level of theory: ωB97M-V with the def2-TZVPD basis set

Cartesian coordinates (Å):
F (0.7201, 0.7436, -4.4868)
C (1.8287, -0.0749, -4.5208)
O (3.6964, -1.6151, 1.1611)
O (1.0441, -1.0970, 4.1313)
C (-4.1575, 2.5650, 0.7282)
F (-5.1272, 2.9379, 1.6146)
P (2.1647, 2.6011, 0.1451)
F (2.8722, 1.3514, 3.8886)
O (-1.2527, 3.5681, -0.7171)
O (-0.4758, -3.0595, 3.1038)
O (-3.2076, 0.8751, 2.6721)
F (3.7579, 2.8566, -0.0277)
F (-3.6649, -3.0942, 0.9930)
C (-2.8563, -3.8418, 1.7663)
F (3.5878, -4.8909, 0.7103)
F (1.8060, 4.1865, -0.0669)
F (-0.7400, 4.9738, -3.4031)
F (0.6628, 3.3806, -3.5212)
F (2.3334, 0.9568, 0.3307)
F (1.7762, 1.3254, 5.7296)
F (-2.2369, -4.8561, 1.0468)
F (-1.8447, -3.1986, -1.1302)
S (2.5273, -2.4428, 1.2729)
F (3.2984, -3.8569, -1.0535)
F (1.7545, 2.3154, -1.3150)
O (3.4838, 0.8670, -2.6043)
F (-4.6754, 1.5878, -0.1181)
F (-1.1615, 3.2241, -4.6656)
F (-2.5493, -2.1914, -3.0258)
F (-0.6788, -3.5049, -2.9893)
C (1.7346, 1.4976, 4.4525)
P (-1.2310, -2.1579, -2.1987)
O (-2.5342, -1.7045, 3.3389)
F (-3.5036, -4.1907, 2.8560)
O (-0.6581, 1.4534, -1.6578)
S (-2.6148, 1.8330, 1.6501)
F (1.5015, -4.7093, -0.0572)
F (0.0775, -2.1806, -1.2759)
O (2.1752, -2.9808, 2.6150)
S (-1.6449, -2.4818, 2.4760)
F (-0.4854, -1.0732, -3.2331)
Hf (0.0598, -0.0298, 0.0116)
O (-1.7967, 1.0922, 0.6669)
O (1.4988, -0.2526, -1.6805)
F (2.7675, 0.5559, -5.2938)
O (1.3742, -1.6739, 0.7357)
F (-3.8042, 3.6532, 0.0392)
O (-1.9033, 2.9943, 2.2271)
C (-0.6298, 3.5902, -3.4675)
F (-1.8875, -1.0217, -1.1980)
F (1.2471, 2.7212, 4.1541)
S (2.5458, -0.2798, -2.7239)
F (2.0944, 2.7631, 1.7925)
F (0.6072, 2.2535, 0.3971)
O (0.5655, 0.3671, 2.1701)
O (-2.8367, 2.3912, -2.2200)
C (2.6797, -4.0777, 0.1075)
S (0.5565, 0.2474, 3.6862)
S (-1.4661, 2.7076, -1.8975)
O (-0.8107, 0.4556, 4.1751)
O (3.2791, -1.5858, -2.6677)
O (-1.1855, -1.4932, 1.3955)
F (1.5426, -1.2752, -5.0250)

Summary:
HOMO-LUMO gap = 0.2671 Eh
total charge = -4
HOMO energy = 0.65 eV
2S+1 = 1

Formally, the Mulliken partial charges of the atoms, in units of the elementary charge, are as follows:
1 F -0.143
2 C 0.576
3 O -0.661
4 O -0.671
5 C 0.388
6 F -0.234
7 P 1.120
8 F -0.172
9 O -0.585
10 O -0.615
11 O -0.600
12 F -0.411
13 F -0.182
14 C 0.555
15 F -0.274
16 F -0.431
17 F -0.270
18 F -0.144
19 F -0.312
20 F -0.223
21 F -0.210
22 F -0.450
23 S 1.008
24 F -0.235
25 F -0.260
26 O -0.791
27 F -0.217
28 F -0.274
29 F -0.400
30 F -0.413
31 C 0.554
32 P 1.549
33 O -0.621
34 F -0.201
35 O -1.086
36 S 1.177
37 F -0.190
38 F -0.654
39 O -0.630
40 S 1.001
41 F -0.417
42 Hf 4.495
43 O -0.763
44 O -0.075
45 F -0.274
46 O -0.888
47 F -0.180
48 O -0.663
49 C 0.514
50 F -0.552
51 F -0.207
52 S 1.223
53 F -0.399
54 F -0.341
55 O -0.523
56 O -0.700
57 C 0.563
58 S 1.085
59 S 1.225
60 O -0.676
61 O -0.713
62 O -0.881
63 F -0.218

---

Formula: C3H5ClN2
Source: the Open Molecules 2025 dataset
Level of theory: ωB97M-V with the def2-TZVPD basis set

Cartesian coordinates (Å):
C (-0.2031, -0.5902, 0.1508)
N (-0.4831, -0.1917, 1.3978)
N (3.0321, 1.5151, -0.1503)
H (-0.2784, 0.1854, -1.9618)
H (0.0574, -0.7147, 2.1238)
H (-0.8820, 1.1636, -0.7112)
C (-0.8347, 0.1577, -1.0219)
H (-1.0668, 0.6865, 1.6750)
C (2.3476, 0.5889, -0.1550)
Cl (0.0950, -2.4500, -0.1033)
H (-1.7840, -0.3505, -1.2440)

Summary:
HOMO-LUMO gap (alpha / beta) = 0.2617 / 0.2616 Eh
HOMO energy (alpha / beta) = -8.86 / -8.86 eV
2S+1 = 1

Formally, the Mulliken partial charges of the atoms, in units of the elementary charge, are as follows:
1 C 0.579
2 N -0.361
3 N -0.486
4 H 0.326
5 H 0.287
6 H 0.374
7 C -1.040
8 H 0.284
9 C -0.167
10 Cl -0.129
11 H 0.334

---

Formula: C4H12N2O
Source: the Open Molecules 2025 dataset
Level of theory: ωB97M-V with the def2-TZVPD basis set

Cartesian coordinates (Å):
H (-0.1376, -1.2054, 2.8251)
C (-0.8190, 1.6988, -1.9046)
H (3.5514, 0.1591, -0.9266)
O (2.8308, -0.4773, -0.9211)
H (-2.3140, 0.0001, -0.1757)
C (-1.4941, 0.5705, 0.2718)
H (0.7224, -1.3416, 0.0446)
H (1.0786, -2.4013, 1.3036)
H (0.4776, 1.1572, -0.2839)
N (-1.1193, 0.0084, 1.5411)
C (-0.2970, -0.8971, 1.7933)
C (-0.3941, 0.7640, -0.7992)
H (-0.0565, 1.8904, -2.6536)
N (0.4706, -1.6848, 0.9532)
H (-1.6910, 1.3011, -2.4532)
H (-0.0694, -0.2082, -1.1895)
H (2.4628, -0.4311, -1.8092)
H (-1.8502, 1.5700, 0.4732)
H (-1.2028, 2.6428, -1.4971)

Summary:
HOMO-LUMO gap = 0.3417 Eh
SMILES = CCC/N=C\N.O
HOMO energy = -8.74 eV
2S+1 = 1

Formally, the Mulliken partial charges of the atoms, in units of the elementary charge, are as follows:
1 H 0.345
2 C -1.428
3 H 0.305
4 O -0.630
5 H 0.323
6 C -0.591
7 H 0.105
8 H 0.238
9 H 0.422
10 N -0.572
11 C 0.088
12 C -0.038
13 H 0.358
14 N -0.348
15 H 0.320
16 H 0.095
17 H 0.321
18 H 0.347
19 H 0.341